(1)
{
  "formula": "C30H50BrFeN3P2S",
  "method": "wB97M-V/def2-TZVPD",
  "homo_lumo_gap_ev": [6.99, 6.15],
  "de_lowest_ev": 1.5667,
  "energy_ev": -170214.7582,
  "spin_multiplicity": 5,
  "homo_ev": [-13.25, -13.40],
  "s2": 6.062,
  "charge": 2,
  "e_lumo_ev": [-6.3, -7.3],
  "symbols": ["Br", "Fe", "S", "P", "P", "N", "N", "N", "C", "C", "C", "C", "C", "C", "C", "C", "C", "C", "C", "C", "C", "C", "C", "C", "C", "C", "C", "C", "C", "C", "C", "C", "C", "C", "C", "C", "C", "C", "H", "H", "H", "H", "H", "H", "H", "H", "H", "H", "H", "H", "H", "H", "H", "H", "H", "H", "H", "H", "H", "H", "H", "H", "H", "H", "H", "H", "H", "H", "H", "H", "H", "H", "H", "H", "H", "H", "H", "H", "H", "H", "H", "H", "H", "H", "H", "H", "H", "H"],
  "xyz": [[-3.6225, -1.2752, 0.8408], [-1.2180, 0.9581, -5.2572], [1.0443, 1.5140, 0.4325], [-1.9090, -2.3146, -4.4380], [2.4192, -0.3534, -0.8802], [-0.3586, 0.2858, 2.4100], [1.6005, 1.3643, 3.0247], [-0.3834, 6.4791, -6.3200], [1.0666, 1.8737, 4.3161], [-3.1650, -2.4038, -3.0855], [0.7240, 1.0170, 2.0370], [2.1741, 1.9054, 5.3562], [5.2525, -0.4571, -0.3502], [-0.3818, -2.4692, -3.4671], [-1.7888, 1.4970, -2.3640], [2.0781, -1.7418, 0.2898], [-2.9990, 1.8859, -1.7553], [-3.1485, -0.8690, -6.4589], [-3.5298, 1.1461, -0.6993], [-0.8100, 5.5071, -7.1361], [-1.2943, 2.7017, -4.7041], [-1.1980, 4.2514, -6.6269], [-1.4635, 1.8673, -3.6864], [-0.6998, 5.0853, -4.3996], [-2.2094, -0.7577, -5.2527], [-0.3535, 6.3097, -4.9954], [-1.5562, -0.2789, -0.7424], [2.8157, -3.0567, 0.0400], [-2.8539, -0.0071, -0.2470], [3.9866, 0.3896, -0.2575], [-1.0114, 0.4925, -1.7535], [-1.5621, -1.0624, 4.0588], [2.9783, -1.1985, -2.4350], [3.4063, -0.2551, -3.5610], [-0.2469, -0.8593, 3.3399], [-1.1009, 4.0082, -5.2306], [0.1353, -3.9093, -3.4785], [-4.3637, -3.2101, -3.5848], [2.5986, -3.7526, 0.8591], [6.1023, 0.1473, -0.0117], [-0.4445, -4.5478, -2.8030], [-1.0901, -0.6254, -5.6047], [-2.7231, -2.8981, -2.2056], [-4.0304, -4.1845, -3.9599], [2.1577, -1.8507, -2.7775], [5.2170, -1.3390, 0.2986], [-1.0457, 0.1496, 1.6692], [0.0034, 0.3181, -2.1181], [-4.4818, 1.4415, -0.2613], [4.1063, 1.3180, -0.8372], [3.8001, 0.7015, 0.7802], [-1.8500, -0.1675, 4.6197], [-0.6034, -2.1384, -2.4464], [-0.6064, 4.9584, -3.3244], [-4.8921, -2.6963, -4.3948], [-5.0799, -3.3978, -2.7779], [-3.3235, 0.1288, -6.8825], [2.8232, 2.7732, 5.1946], [2.3668, 1.9528, 2.6861], [-1.0462, -1.1786, -0.4068], [5.4794, -0.7769, -1.3742], [2.7797, 0.9919, 5.3215], [0.0757, -4.3665, -4.4720], [-0.8212, 5.7066, -8.2267], [-1.4726, -1.8904, 4.7640], [-3.5060, 2.7466, -2.1821], [2.5758, 0.3808, -3.8970], [-2.3670, -1.2994, 3.3586], [3.8119, -1.8627, -2.1669], [0.9906, -1.9124, 0.2298], [-2.6973, -1.4844, -7.2467], [3.7337, -0.8524, -4.4222], [1.7327, 1.9936, 6.3556], [1.1818, -3.9705, -3.1601], [0.5600, -0.6593, 4.0485], [-2.5197, 0.0328, -4.5194], [4.2531, 0.3798, -3.2663], [-4.1117, -1.3196, -6.1940], [0.2518, 1.2134, 4.6256], [0.6481, 2.8873, 4.1724], [0.0333, -1.7583, 2.7691], [2.4862, -3.5467, -0.8846], [3.9041, -2.9374, 0.0056], [-0.0113, 7.1532, -4.3727], [-1.4909, 3.4729, -7.3362], [2.2840, -1.3721, 1.3053], [-3.4344, -1.3805, -2.7931], [0.3331, -1.7689, -3.9089]],
  "mulliken_charge": [-0.057, -0.610, -0.269, -0.405, 0.463, 0.134, -0.052, -0.523, -0.323, 0.097, 0.166, -1.282, -1.239, 0.940, 0.078, 0.178, -0.692, -1.137, -0.653, -0.343, -0.072, -0.532, -0.038, -0.362, 1.308, -0.412, -1.189, -1.314, 0.341, -0.256, 0.494, -1.087, -0.112, -1.418, -0.455, 1.109, -1.441, -1.348, 0.453, 0.422, 0.375, -0.025, 0.434, 0.372, -0.340, 0.246, -0.004, 0.490, 0.509, 0.454, 0.267, 0.291, -0.789, 0.471, 0.276, 0.392, 0.348, 0.376, 0.419, 0.626, 0.286, 0.314, 0.423, 0.356, 0.425, 0.540, 0.209, 0.124, 0.622, -0.077, 0.376, 0.420, 0.384, 0.312, 0.571, -0.294, 0.379, 0.274, 0.250, 0.342, 0.221, 0.167, 0.225, 0.359, 0.346, 0.392, -0.043, 0.346]
}

=====

(2)
{
  "formula": "C30H50BrN3NiP2S",
  "method": "wB97M-V/def2-TZVPD",
  "homo_lumo_gap_ev": [7.70, 6.91],
  "de_lowest_ev": 0.0000,
  "energy_ev": -176872.7973,
  "spin_multiplicity": 3,
  "homo_ev": [-13.48, -13.86],
  "s2": 2.012,
  "charge": 2,
  "e_lumo_ev": [-5.8, -6.9],
  "symbols": ["Br", "Ni", "S", "P", "P", "N", "N", "N", "C", "C", "C", "C", "C", "C", "C", "C", "C", "C", "C", "C", "C", "C", "C", "C", "C", "C", "C", "C", "C", "C", "C", "C", "C", "C", "C", "C", "C", "C", "H", "H", "H", "H", "H", "H", "H", "H", "H", "H", "H", "H", "H", "H", "H", "H", "H", "H", "H", "H", "H", "H", "H", "H", "H", "H", "H", "H", "H", "H", "H", "H", "H", "H", "H", "H", "H", "H", "H", "H", "H", "H", "H", "H", "H", "H", "H", "H", "H", "H"],
  "xyz": [[5.0263, -0.2785, -0.8842], [0.9171, 0.9686, -0.8019], [-0.2410, 2.7498, -0.6148], [-1.5516, -0.0351, -0.5739], [1.5115, -0.3619, -2.4133], [0.8483, 4.5238, 0.8827], [-3.3950, -5.5708, 2.5770], [-0.2266, 2.8150, 2.1219], [-0.2783, 3.2142, 4.5352], [0.8960, -0.7716, -5.1224], [-2.1436, -3.7660, 3.4676], [2.2698, -1.8690, -1.7113], [-3.2466, -4.6250, 3.5105], [-2.5881, 0.9873, -1.7393], [0.6193, 2.9117, 3.3463], [2.5894, -1.8228, 2.0830], [0.1323, 3.3828, 0.9529], [-2.4636, -5.8281, 1.6502], [3.8139, -1.4755, 1.4959], [-1.9279, -1.8068, -1.0327], [-0.5666, -2.6887, 2.1129], [0.3328, -0.8142, -3.7099], [-1.3156, -5.0135, 1.5203], [0.5757, 5.6433, 1.7828], [-3.2497, -2.4571, -0.6155], [2.7956, 0.6468, 0.7224], [-3.8382, 0.3958, -2.3700], [1.4175, -1.1065, 1.7706], [0.1584, -1.7081, 2.0473], [-4.0044, 0.2384, 0.9564], [3.8147, 0.3720, -3.8499], [2.7098, 0.8999, -2.9715], [-2.4689, 0.2447, 1.0161], [3.7657, -0.3443, 0.6551], [-1.2609, -3.8815, 2.3743], [2.8182, -2.9060, -2.6649], [1.6644, 6.6674, 1.5392], [1.5246, 0.2112, 1.1969], [-2.8427, 1.9035, -1.1845], [-1.8371, -1.8757, -2.1288], [-1.0836, -2.3664, -0.6005], [0.5727, 5.2665, 2.8066], [-4.6658, 0.2754, -1.6594], [2.5085, -2.7205, 2.7147], [-0.0681, -1.8122, -3.4764], [-3.9955, -4.4887, 4.3109], [-4.4175, -0.6426, 0.4551], [2.5802, 6.3400, 2.0386], [1.0116, 4.7908, -0.0975], [1.6116, -2.2873, -0.9269], [2.9877, 1.6606, 0.3702], [1.1123, 1.9353, 3.4856], [-2.1593, 1.2415, 1.3775], [-0.8291, 2.3159, 4.8633], [-0.4254, 6.0525, 1.5884], [0.1125, -1.1132, -5.8033], [-1.8970, 1.2883, -2.5385], [-0.7254, 1.9137, 2.0713], [-0.4985, -0.0991, -3.5984], [-2.0603, -0.4997, 1.7165], [-3.6414, -0.5535, -2.8823], [1.3954, 3.6819, 3.1985], [3.1448, -1.4860, -1.1720], [-1.9694, -3.0041, 4.2255], [-3.2946, -3.4766, -1.0223], [4.7085, -2.0853, 1.6154], [1.8785, 6.7719, 0.4709], [-4.3867, 1.1465, 0.4670], [3.4572, -0.1787, -4.7224], [3.5673, -2.4885, -3.3534], [3.3367, -3.6571, -2.0546], [3.1426, 1.3864, -2.0840], [4.3935, 1.2306, -4.1960], [-4.4103, 0.2384, 1.9767], [0.7700, 0.9635, 1.4397], [-1.0053, 4.0006, 4.2874], [2.0127, -3.4050, -3.2050], [1.3835, 7.6373, 1.9477], [-4.1972, 1.0963, -3.1344], [1.1657, 0.2441, -5.4313], [2.1100, 1.6706, -3.4694], [-0.5091, -5.2732, 0.8378], [-2.6085, -6.6717, 0.9568], [0.3485, 3.5727, 5.3628], [-4.1240, -1.9365, -1.0293], [1.7469, -1.4471, -5.2650], [4.5045, -0.2409, -3.2651], [-3.3460, -2.5569, 0.4736]],
  "mulliken_charge": [0.003, 0.085, -0.812, 0.893, 0.889, -0.187, -0.545, 0.003, -1.420, -1.584, -0.463, 0.718, -0.401, -0.877, -0.631, -0.629, 0.925, -0.371, -0.445, 0.011, 0.757, 0.091, -0.410, -0.231, -1.906, -0.204, -1.528, -0.002, -0.118, -1.712, -1.334, -0.432, 0.092, -0.983, -0.276, -1.561, -1.249, 0.681, 0.614, 0.423, 0.243, 0.176, 0.295, 0.523, 0.394, 0.353, 0.264, 0.315, 0.427, 0.240, 1.125, 0.214, 0.328, 0.386, 0.359, 0.466, 0.637, -0.154, 0.145, 0.210, 0.264, 0.776, -0.950, 0.451, 0.446, 0.495, 0.322, 0.379, 0.275, 0.255, 0.470, 0.346, 0.392, 0.447, -0.082, 0.346, 0.381, 0.398, 0.451, 0.375, 0.513, 0.481, 0.371, 0.395, 0.343, 0.326, 0.147, 0.361]
}